# 1
# HNO4S

2 unconnected molecules or ions with the total composition HNO4S in a non-equilibrium geometry (ωB97M-V/def2-TZVPD, the OMol25 dataset).

Geometry (Å):
N 0.629 -1.028 -2.276
O 0.218 -2.043 -1.893
O 1.493 -0.204 0.986
O -1.125 1.286 1.342
O -0.667 0.770 0.092
S 0.983 0.700 -0.022
H -1.531 0.518 1.771

The value obtained for the orbital gap (alpha / beta) is 8.74 / 7.90 eV. As for the energy above the lowest of the compared OMol25 structures with the same formula, charge and spin: 283.1 kJ/mol. The LUMO energy (alpha / beta) comes out at -0.0099 / -0.0408 Eh. The molecular weight is 111.08 g/mol. As for the total energy: -20525.1302 eV. The HOMO energy (alpha / beta) comes out at -9.006 / -9.006 eV.

# 2
# HNO6P

A gas-phase ion, HNO6P (charge -1) in a non-equilibrium geometry (ωB97M-V/def2-TZVPD, the OMol25 dataset).

Geometry (Å):
O 1.068 -1.511 -0.933
N 0.793 -1.080 0.148
O 1.240 -1.414 1.266
P -0.440 0.272 0.560
O -1.376 -0.172 1.584
O -1.399 0.170 -1.137
O 0.710 1.416 -0.584
O 0.241 1.682 0.783
H -0.837 0.637 -1.686

The value obtained for the orbital gap is 9.20 eV. As for the energy above the lowest of the compared OMol25 structures with the same formula, charge and spin: 209.4 kJ/mol. As for the net charge: -1. The LUMO energy comes out at 0.1454 Eh. The molecular weight is 141.98 g/mol. As for the total energy: -23077.2824 eV. The HOMO energy comes out at -5.243 eV.

# 3
# HNO6P

2 unconnected molecules or ions with the total composition HNO6P in a non-equilibrium geometry (ωB97M-V/def2-TZVPD, the OMol25 dataset).

Geometry (Å):
N 0.378 1.397 -0.795
O 0.190 0.612 -1.786
O 0.142 -0.183 2.737
O 0.166 2.567 -1.039
O -1.795 -0.518 1.046
O 0.352 -1.623 -0.727
O 0.696 -1.160 0.531
P -0.428 -0.593 1.483
H 0.300 -0.500 -1.450

The value obtained for the orbital gap is 9.13 eV. As for the energy above the lowest of the compared OMol25 structures with the same formula, charge and spin: 97.8 kJ/mol. As for the net charge: -1. The LUMO energy comes out at 0.1364 Eh. The molecular weight is 141.98 g/mol. As for the total energy: -23078.4392 eV. The HOMO energy comes out at -5.416 eV.

# 4
# HNO6P

A gas-phase ion, HNO6P (charge -1) in a non-equilibrium geometry (ωB97M-V/def2-TZVPD, the OMol25 dataset).

Geometry (Å):
O 0.278 1.780 1.512
N 0.630 1.050 0.608
O 1.356 1.485 -0.284
P -0.112 -0.674 0.595
O -0.796 -1.037 1.894
O 0.882 -1.516 -0.103
O -1.343 -0.252 -0.527
O -0.862 -0.099 -1.855
H -0.035 -0.737 -1.839

The value obtained for the orbital gap is 10.22 eV. As for the energy above the lowest of the compared OMol25 structures with the same formula, charge and spin: 0.0 kJ/mol. As for the net charge: -1. The LUMO energy comes out at 0.1472 Eh. The molecular weight is 141.98 g/mol. As for the total energy: -23079.4525 eV. The HOMO energy comes out at -6.211 eV.